{"formula": "C3H4N2O", "method": "ωB97M-V/def2-TZVPD", "symbols": ["N", "H", "C", "H", "H", "C", "N", "C", "O", "H"], "coordinates": [[-1.930456, -0.265121, -0.109409], [-2.275275, 0.110480, -0.987402], [-0.523860, -0.381502, -0.017888], [-2.367893, 0.206515, 0.676443], [2.905130, 0.203235, 0.186216], [1.821891, 0.279296, 0.105855], [0.094605, -1.501097, 0.064380], [0.660487, 0.886697, 0.005852], [1.391720, -1.429802, 0.140800], [0.223648, 1.891301, -0.064847]], "atomic_forces_ev_per_a": [[0.62, 0.20, 0.07], [0.23, -0.07, 0.21], [1.98, 1.76, 0.03], [0.23, -0.10, -0.19], [-0.61, 0.65, -0.08], [-1.68, -3.30, 0.02], [-0.70, 0.54, -0.07], [-2.03, -2.54, -0.02], [1.09, 3.35, -0.04], [0.88, -0.49, 0.09]], "mulliken_charge": [-0.466, 0.260, 0.263, 0.261, 0.415, -0.278, -0.145, -0.382, -0.258, 0.331], "e_tot_ev": -8199.5085, "orbital_gap_ev": 10.482, "lumo_ev": 0.87, "smiles": "Nc1ccon1", "charge": 0}

{"formula": "C10H16AuBaClS", "method": "ωB97M-V/def2-TZVPD", "symbols": ["C", "Ba", "H", "C", "C", "C", "H", "H", "C", "C", "H", "H", "C", "H", "C", "H", "H", "Cl", "H", "H", "H", "C", "H", "H", "H", "S", "H", "C", "H", "Au"], "coordinates": [[2.784879, 0.967421, -3.840529], [0.071350, 0.413709, -3.141011], [1.873283, -2.186869, -1.273284], [-0.039260, -1.103667, 5.199566], [1.119124, -0.494365, 3.155812], [1.044528, -1.261037, 4.317605], [1.926649, -0.618445, 2.427597], [0.130979, -2.571942, -1.692211], [-1.269729, -0.039241, -5.562789], [-1.049785, -0.172176, 4.916152], [-1.702616, -1.053554, -5.585289], [-0.708302, 0.125865, -6.494404], [0.129426, 0.473945, 2.890164], [-1.752211, 1.334296, 3.507811], [-1.852378, 0.329786, -0.221567], [-1.873490, -0.032030, 5.603993], [-0.080661, -1.704493, 6.109475], [-1.670863, 4.411712, -0.650403], [3.025278, 1.937559, -3.375660], [-2.093395, 0.691539, -5.514804], [-2.301569, 0.177767, 0.781058], [-0.977134, 0.609095, 3.764528], [2.974905, 1.029236, -4.921611], [-1.936283, 1.392808, -0.498881], [1.856931, -1.959587, 4.548726], [0.197189, 1.443893, 1.497511], [-2.391916, -0.310811, -0.939570], [0.887000, -1.759868, -1.521786], [3.437399, 0.191240, -3.404761], [0.240683, -0.261796, -0.081439]], "atomic_forces_ev_per_a": [[-0.44, -0.15, 0.16], [0.20, 0.96, -0.74], [-0.26, 0.12, -0.61], [0.14, 0.05, -0.07], [-0.26, -0.08, 0.60], [-0.16, 0.21, -0.02], [-0.23, 0.08, 0.37], [0.70, 0.48, -0.30], [0.09, -0.15, 0.25], [0.60, -0.08, -0.27], [-0.09, 0.12, -0.17], [-0.10, -0.03, 0.06], [-0.43, -0.91, 0.95], [0.26, -0.21, 0.11], [-1.33, -0.09, -0.14], [-0.08, -0.11, 0.04], [-0.04, 0.15, -0.20], [-0.03, -0.09, -0.17], [0.14, -0.12, -0.09], [-0.06, -0.10, -0.15], [0.37, 0.12, -0.54], [0.57, -0.30, 0.18], [0.09, 0.03, 0.07], [0.12, -0.26, 0.16], [-0.40, 0.13, -0.06], [0.40, 1.34, -0.62], [0.18, 0.09, 0.07], [-0.67, -0.85, 1.98], [0.03, 0.19, -0.08], [0.72, -0.54, -0.76]], "lowdin_spin": [0.006, 0.064, 0.071, 0.026, 0.027, 0.000, 0.008, 0.055, 0.001, -0.001, 0.000, 0.000, 0.014, 0.001, 0.346, -0.001, 0.002, 0.001, 0.000, 0.000, 0.015, 0.021, 0.000, 0.015, -0.001, 0.142, 0.028, 0.800, 0.000, 0.361], "e_tot_ev": -38368.7294, "orbital_gap_ev": [5.637, 5.462], "lumo_ev": [4.49, 4.23], "spin_multiplicity": 3, "charge": -2}

{"formula": "C7H14N2S", "method": "ωB97M-V/def2-TZVPD", "symbols": ["H", "C", "H", "S", "H", "H", "H", "H", "H", "C", "C", "C", "H", "C", "C", "H", "H", "H", "N", "C", "H", "H", "N", "H"], "coordinates": [[3.785610, -2.507934, 0.029251], [0.238146, 3.786243, 0.026363], [0.419621, 4.841228, 0.206945], [-1.306238, 2.319604, -1.809729], [0.535333, 3.343572, 1.004422], [0.260521, -0.934882, -1.535494], [-0.979280, -0.497592, 1.581706], [-2.112577, 3.807389, 0.038808], [-2.313355, 1.387161, -1.811336], [-1.449354, -1.210605, 1.013954], [-0.577276, -2.551184, 0.901387], [0.872413, -1.590830, -0.938655], [-0.418616, -2.725735, 1.962051], [-1.303994, 3.155241, -0.123139], [0.659326, -2.352578, 0.171299], [-1.379356, 2.344517, 0.709695], [2.724568, -1.275359, -2.106511], [-1.850333, -0.811599, 0.142751], [2.234745, -1.611785, -1.253924], [2.751247, -2.422398, -0.219397], [-2.463357, -1.537684, 1.440505], [1.035015, 3.325903, -0.710010], [1.819274, -2.765980, 0.686571], [-1.182085, -3.514714, 0.592486]], "atomic_forces_ev_per_a": [[0.54, -0.18, -0.47], [0.03, -2.65, 0.50], [-0.64, 0.25, -0.70], [-0.24, 0.18, 0.47], [0.06, 0.24, -0.59], [-0.43, -0.30, 0.06], [1.10, 1.62, 1.43], [-0.75, 1.14, -0.22], [0.36, 0.71, 0.53], [-2.57, -4.63, -0.02], [-3.29, 0.04, 0.74], [0.41, 0.79, -1.73], [0.75, -0.37, -0.01], [3.03, -2.30, 0.57], [-0.26, 1.29, -0.44], [0.13, 1.31, -1.65], [-0.79, -0.41, 1.29], [0.18, 0.86, -2.21], [0.09, -1.76, 2.03], [-0.96, 1.11, 0.67], [1.50, 0.52, 0.34], [-1.98, 1.07, 1.10], [2.81, -0.60, -1.81], [0.93, 2.09, 0.12]], "mulliken_charge": [0.395, -0.968, 0.320, -0.286, 0.276, 0.385, 0.371, 0.396, 0.109, -1.217, -0.399, -0.279, 0.283, -0.212, 0.341, 0.085, 0.232, 0.349, -0.082, -0.360, 0.342, 0.273, -0.599, 0.246], "e_tot_ev": -21299.4764, "orbital_gap_ev": 9.053, "lumo_ev": 0.69, "smiles": "CCc1c[nH]cn1.CCS", "charge": 0}

{"formula": "C15H39CoO6", "method": "ωB97M-V/def2-TZVPD", "symbols": ["H", "H", "H", "H", "H", "H", "H", "H", "O", "H", "H", "O", "H", "O", "H", "Co", "C", "C", "H", "H", "C", "H", "H", "C", "C", "H", "C", "H", "H", "H", "H", "H", "O", "H", "C", "H", "O", "H", "H", "H", "H", "H", "H", "C", "C", "C", "O", "C", "H", "H", "H", "C", "C", "H", "H", "H", "H", "C", "H", "H", "C"], "coordinates": [[-2.042930, 3.423599, 2.121055], [-5.555579, 0.593228, 1.824015], [1.496682, -0.544675, -5.881141], [2.450219, -0.765958, -4.604591], [-1.348390, -0.873033, -3.861270], [-1.628104, -6.731095, -1.795204], [-1.967801, -5.206489, -2.598272], [-0.893910, -0.232754, -5.434774], [-0.515700, -3.561486, -1.285465], [2.796835, 3.821343, -3.434314], [-0.496863, -5.859218, -2.903851], [3.187591, -0.586436, 1.998991], [1.537398, 5.267288, -1.158687], [2.009238, 3.364440, -0.491388], [0.257947, -5.413970, -0.712629], [0.573324, 0.741219, 0.636513], [-0.909553, 3.294876, 4.046566], [-0.698935, -4.923020, -0.889943], [-2.303039, 4.651911, 3.272375], [-1.787043, 3.069585, 4.652648], [3.431563, -1.953003, 1.976868], [0.811502, 1.158759, -4.346432], [-4.348539, -0.712669, 0.114821], [-4.534138, 0.257301, 2.002679], [-1.480377, -4.813162, 0.467553], [5.148060, -3.257090, 2.555368], [-0.911768, -0.012107, -4.367493], [3.425758, -2.278940, 0.936758], [0.570364, -1.127956, -2.504173], [1.012376, 4.147107, 4.292607], [-1.358819, 0.925675, -4.037648], [-3.802251, 0.813923, 0.141636], [-2.391862, -0.349020, 0.874221], [-1.369116, -5.751784, 1.010432], [-3.771316, -0.069616, 0.779200], [-0.695339, 4.623779, 2.372897], [0.799241, -0.201166, -2.605603], [3.699345, 4.642178, -2.202712], [-4.647899, -0.646011, 2.601982], [-2.553897, -4.686264, 0.607348], [5.472404, -1.514823, 2.611176], [-4.097716, 1.009929, 2.659331], [-1.152134, -3.060996, -0.769651], [1.666730, 4.264864, -1.566762], [1.394173, -0.880236, -4.849152], [-1.505974, 4.055270, 2.828707], [-0.194962, 2.222887, 3.436630], [0.097667, 4.073112, 4.880764], [-0.019116, 1.691288, 4.216419], [-0.278478, 5.086508, 5.020940], [0.235144, 3.580746, 5.843445], [2.710786, 4.581531, -2.657915], [-1.196433, -5.769479, -2.072786], [-1.065102, -4.155095, 1.230831], [4.563743, -2.461096, 3.764046], [2.475744, 5.463075, -3.254324], [1.017589, -1.875836, -4.614480], [4.696468, -2.275376, 2.698222], [0.712466, 4.029840, -2.038168], [2.594189, -2.431919, 2.484352], [0.678539, 0.126517, -4.022573]], "atomic_forces_ev_per_a": [[0.54, -0.39, 0.05], [-0.19, 0.07, -0.45], [-1.02, -0.59, -0.41], [0.27, -0.70, 0.62], [0.03, 0.10, 0.16], [0.28, -0.07, 0.08], [-0.60, 0.03, 0.29], [-0.73, 0.54, -0.16], [0.46, -0.30, -0.69], [-0.04, -0.52, 0.13], [0.71, -0.29, 0.57], [-0.10, 0.50, -0.10], [-0.47, 0.19, 0.80], [-0.57, 1.01, -1.86], [0.43, 0.63, 0.72], [-0.18, 0.08, 0.08], [-0.14, 1.05, -2.29], [-0.49, 0.59, 0.67], [0.19, 0.82, -0.30], [0.12, -1.04, 0.22], [-1.35, 0.94, -0.38], [1.10, 0.07, 1.05], [-0.23, -1.23, 0.20], [-0.71, -0.57, 1.63], [0.21, -2.23, 0.87], [0.01, -0.17, -1.31], [2.33, -0.01, 0.31], [0.32, -0.42, -0.27], [-0.14, -0.22, -0.09], [0.14, -0.10, 0.27], [-0.46, -0.27, -0.39], [-0.42, 1.00, -0.25], [-0.59, -0.70, 0.57], [0.18, -0.59, -0.12], [2.62, 1.62, -2.01], [-0.37, 0.20, -0.31], [0.79, 1.58, -0.83], [0.01, 0.34, 0.00], [0.07, -0.18, 0.36], [-0.23, 0.44, -1.32], [-0.10, 0.03, -0.28], [0.45, 0.07, -0.19], [-0.01, 0.46, -0.02], [0.82, -0.32, 0.96], [1.91, 1.04, 0.10], [0.06, 0.17, 1.50], [-0.66, -0.69, 1.19], [-0.71, 0.51, -0.58], [0.61, -0.89, -0.35], [0.02, 0.10, 0.37], [0.30, 0.11, 0.00], [0.34, -1.34, -0.25], [-1.55, 0.99, -0.31], [0.57, 0.62, -0.74], [-0.59, 0.94, 0.43], [-0.11, 0.42, 0.49], [0.16, -0.07, -0.62], [1.39, -0.82, 1.51], [-0.26, -0.36, 0.06], [-0.16, -0.64, 0.08], [-4.29, -1.54, 0.53]], "lowdin_spin": [0.000, 0.000, 0.000, 0.000, 0.000, 0.000, 0.000, 0.000, 0.000, 0.000, 0.000, 0.442, 0.018, 0.479, 0.000, 1.981, 0.000, 0.000, 0.000, 0.000, 0.028, 0.000, 0.000, 0.000, 0.000, 0.002, 0.000, 0.004, 0.000, 0.000, 0.000, 0.000, -0.006, 0.000, 0.000, 0.000, -0.008, 0.000, 0.000, 0.000, 0.000, 0.000, 0.000, 0.033, 0.000, 0.000, -0.003, 0.000, 0.000, 0.000, 0.000, -0.002, 0.000, 0.000, 0.000, 0.000, 0.000, 0.024, 0.011, 0.001, 0.000], "e_tot_ev": -66089.0900, "orbital_gap_ev": [5.897, 3.271], "lumo_ev": [2.53, 0.26], "spin_multiplicity": 4, "charge": -1}

- Number 4 is which compound?
  C15H39CoO6